No. 1
This record from the OMol25 dataset describes a 11-piece molecular cluster, C56H128N10O11 overall at a distorted geometry. The level of theory is wB97M-V/def2-TZVPD.

Last column: Mulliken charge in e.
Atoms and positions in Å:
C: 7.069 -3.570 -1.877  -1.924
C: 6.333 -2.462 -1.227  1.768
C: 7.303 -1.438 -0.600  -1.950
C: 5.502 -1.679 -2.280  -1.348
C: 4.184 -2.402 -2.759  -1.403
C: 3.377 -2.803 -1.483  0.537
C: 4.138 -3.593 -0.406  1.802
C: 3.256 -3.456 0.885  -1.465
C: 4.186 -5.115 -0.899  -1.458
N: 5.404 -2.923 -0.100  1.762
O: 6.158 -3.619 0.806  -0.766
H: 7.956 -3.115 -2.318  0.481
H: 7.368 -4.417 -1.261  0.294
H: 6.515 -4.120 -2.638  0.360
H: 7.948 -0.926 -1.314  0.516
H: 6.814 -0.610 -0.086  0.133
H: 7.971 -1.877 0.141  0.417
H: 5.282 -0.658 -1.965  0.344
H: 6.082 -1.651 -3.203  0.571
H: 3.604 -1.850 -3.498  0.570
H: 4.451 -3.336 -3.253  0.498
H: 2.507 -3.347 -1.851  -0.404
H: 2.984 -1.914 -0.990  -0.312
H: 3.758 -4.094 1.612  0.627
H: 2.268 -3.910 0.803  -0.134
H: 3.207 -2.459 1.322  -0.045
H: 3.182 -5.281 -1.289  0.174
H: 4.418 -5.827 -0.106  0.430
H: 4.958 -5.307 -1.644  0.266
H: 6.016 -2.995 1.522  0.174
C: -2.416 -6.697 1.393  -2.137
C: -1.395 -6.254 0.376  1.687
C: -0.012 -5.986 1.050  -1.756
C: -1.267 -7.527 -0.510  -1.230
C: -0.569 -7.119 -1.787  -0.270
C: -1.463 -6.059 -2.495  -1.404
C: -1.618 -4.701 -1.685  2.221
C: -0.256 -3.922 -1.719  -1.309
C: -2.706 -3.793 -2.269  -2.207
N: -1.962 -5.102 -0.298  0.319
O: -2.090 -3.939 0.518  -0.439
H: -2.160 -7.685 1.775  0.427
H: -2.468 -6.073 2.285  0.382
H: -3.438 -6.789 1.024  0.454
H: -0.059 -5.206 1.811  0.353
H: 0.211 -6.869 1.650  0.525
H: 0.864 -5.711 0.463  0.223
H: -0.643 -8.287 -0.039  0.493
H: -2.259 -7.917 -0.738  0.398
H: 0.464 -6.789 -1.668  -0.034
H: -0.344 -7.980 -2.416  0.394
H: -2.471 -6.446 -2.643  0.450
H: -1.028 -5.723 -3.437  0.468
H: -0.084 -3.802 -2.789  0.531
H: 0.460 -4.496 -1.130  -0.004
H: -0.349 -2.907 -1.333  0.064
H: -2.283 -3.176 -3.062  0.193
H: -3.058 -3.066 -1.536  0.452
H: -3.617 -4.324 -2.546  0.406
H: -3.044 -3.871 0.596  0.330
C: 6.792 0.657 3.169  -1.258
C: 6.578 -0.325 4.393  1.773
C: 7.502 -1.520 4.513  -1.649
C: 6.938 0.402 5.683  -1.573
C: 5.941 1.569 6.006  -0.661
C: 4.584 0.898 6.194  -1.458
C: 4.103 0.097 5.010  2.452
C: 2.973 -0.855 5.361  -2.286
C: 3.528 1.065 4.003  -2.011
N: 5.163 -0.793 4.506  -0.136
O: 4.882 -1.706 3.521  0.089
H: 5.915 1.258 2.928  0.247
H: 7.525 1.419 3.435  0.385
H: 7.059 0.184 2.224  0.035
H: 7.125 -2.141 5.325  0.415
H: 7.343 -2.139 3.629  0.225
H: 8.514 -1.153 4.687  0.385
H: 6.795 -0.228 6.561  0.393
H: 7.892 0.912 5.545  0.524
H: 6.321 2.015 6.925  0.413
H: 5.932 2.322 5.219  0.341
H: 3.894 1.694 6.474  0.425
H: 4.654 0.294 7.099  0.410
H: 3.256 -1.624 6.080  0.504
H: 2.497 -1.294 4.484  0.269
H: 2.194 -0.409 5.979  0.439
H: 2.527 1.434 4.225  0.555
H: 3.295 0.613 3.039  0.178
H: 4.108 1.960 3.776  0.358
H: 4.821 -2.549 3.977  0.285
C: -3.432 1.236 -4.710  -1.065
C: -4.066 -0.219 -4.640  1.727
C: -3.162 -1.293 -5.225  -1.917
C: -4.246 -0.671 -3.147  -0.454
C: -5.329 0.035 -2.340  -0.111
C: -6.666 0.117 -3.123  -2.264
C: -6.663 0.362 -4.635  2.179
C: -7.928 -0.274 -5.182  -2.080
C: -6.654 1.866 -4.968  -1.770
N: -5.412 -0.178 -5.252  0.096
O: -5.365 -0.078 -6.618  -0.471
H: -3.604 1.845 -5.597  0.177
H: -3.823 1.798 -3.862  0.166
H: -2.366 1.155 -4.497  0.134
H: -3.566 -2.305 -5.200  0.355
H: -3.037 -1.050 -6.280  0.497
H: -2.138 -1.234 -4.857  0.225
H: -4.546 -1.716 -3.068  0.197
H: -3.268 -0.771 -2.677  0.075
H: -5.358 -0.402 -1.342  0.639
H: -5.095 1.053 -2.028  -0.074
H: -7.122 1.009 -2.694  0.566
H: -7.439 -0.537 -2.720  0.431
H: -7.781 -1.350 -5.089  0.466
H: -8.093 0.023 -6.218  0.375
H: -8.775 0.032 -4.568  0.369
H: -5.895 2.419 -4.414  0.367
H: -7.455 2.461 -4.531  0.471
H: -6.505 2.176 -6.002  0.395
H: -5.216 0.850 -6.811  0.369
C: -7.187 2.442 4.758  -1.729
C: -6.424 3.323 3.722  1.308
C: -7.261 4.614 3.597  -1.840
C: -5.023 3.770 4.301  -1.110
C: -3.981 2.636 4.330  -1.116
C: -3.760 2.156 2.855  -0.306
C: -5.090 1.696 2.153  2.069
C: -4.835 1.853 0.643  -2.198
C: -5.431 0.188 2.539  -1.883
N: -6.232 2.669 2.469  0.266
O: -7.367 2.362 1.797  -0.449
H: -6.963 1.376 4.744  0.346
H: -6.968 2.749 5.780  0.368
H: -8.271 2.511 4.656  0.492
H: -6.977 5.284 2.786  0.386
H: -8.316 4.374 3.462  0.369
H: -7.159 5.178 4.524  0.405
H: -4.741 4.545 3.589  0.346
H: -5.009 4.121 5.333  0.509
H: -3.058 2.996 4.783  0.422
H: -4.332 1.791 4.922  0.372
H: -3.107 1.300 3.026  0.276
H: -3.162 2.845 2.259  -0.213
H: -5.707 1.615 0.033  0.833
H: -4.158 1.119 0.207  0.148
H: -4.694 2.899 0.372  0.433
H: -6.426 -0.222 2.368  0.320
H: -5.141 -0.091 3.552  0.345
H: -4.797 -0.424 1.897  0.442
H: -7.891 1.829 2.399  0.371
C: 2.215 0.942 -2.186  -2.516
C: 0.853 1.066 -1.419  2.850
C: -0.356 0.546 -2.258  -1.962
C: 1.094 0.129 -0.165  -0.540
C: 0.072 0.353 0.911  -0.817
C: -0.012 1.860 1.340  -1.320
C: -0.108 2.885 0.187  1.808
C: -1.631 3.042 -0.171  -0.773
C: 0.432 4.215 0.747  -2.201
N: 0.757 2.461 -0.943  1.051
O: 0.782 3.292 -1.984  -0.189
H: 2.181 -0.062 -2.610  0.352
H: 2.107 1.490 -3.122  0.432
H: 3.158 1.265 -1.746  0.186
H: -1.330 0.725 -1.803  -0.029
H: -0.242 0.982 -3.250  0.706
H: -0.302 -0.497 -2.572  0.519
H: 1.099 -0.946 -0.350  -0.358
H: 2.066 0.357 0.271  0.366
H: -0.838 -0.034 0.452  0.101
H: 0.249 -0.283 1.778  0.753
H: 0.734 2.124 2.090  0.350
H: -0.924 1.931 1.932  0.002
H: -1.872 3.484 -1.138  -0.163
H: -2.151 3.606 0.603  0.547
H: -2.013 2.021 -0.170  -0.090
H: -0.058 4.393 1.704  0.512
H: 0.258 5.019 0.031  0.284
H: 1.514 4.130 0.853  0.439
H: -0.169 3.255 -2.109  0.254
N: 3.894 3.803 -1.504  -0.093
C: 4.290 5.072 -1.778  0.460
N: 3.315 5.714 -2.365  -0.181
O: 5.397 5.555 -1.591  -0.727
H: 2.960 3.444 -1.644  0.038
H: 4.648 3.199 -1.212  0.020
H: 3.558 6.616 -2.750  0.204
H: 2.409 5.287 -2.491  0.070
N: -1.062 7.263 0.360  -0.368
C: -0.457 7.435 -0.802  0.639
N: 0.798 7.781 -0.593  -0.352
O: -1.001 7.249 -1.876  -0.711
H: -2.037 7.001 0.396  0.197
H: -0.515 7.446 1.189  0.151
H: 1.307 8.072 -1.415  0.203
H: 1.127 7.684 0.357  0.171
O: -1.473 4.645 -3.721  -0.578
H: -2.363 4.922 -3.499  0.301
H: -0.916 5.358 -3.409  0.235
O: 4.531 -0.275 0.872  -0.423
H: 4.615 -1.044 0.309  -0.106
H: 4.326 -0.631 1.736  -0.368
O: 3.613 3.627 -4.905  -0.675
H: 3.676 4.576 -5.013  0.349
H: 3.471 3.501 -3.967  0.374

Summary:
Kohn-Sham gap	8.046	eV
2S+1	1
SMILES	CC1(C)CCCC(C)(C)N1O.CC1(C)CCCC(C)(C)N1O.CC1(C)CCCC(C)(C)N1O.CC1(C)CCCC(C)(C)N1O.CC1(C)CCCC(C)(C)N1O.CC1(C)CCCC(C)(C)N1O.NC(N)=O.NC(N)=O.O.O.O
ΔE to the lowest compared entry with this formula, charge and spin	51.3	kJ/mol

***

No. 2
This record from the OMol25 dataset describes a 8-piece molecular cluster, C56H140N7O11P overall at a distorted geometry. The level of theory is wB97M-V/def2-TZVPD.

Last column: Mulliken charge in e.
Atoms and positions in Å:
P: 0.410 0.700 -0.623  1.253
O: 0.353 0.110 -2.086  -0.883
O: -0.750 1.754 -0.375  -2.075
O: 1.763 1.487 -0.360  -1.204
O: 0.162 -0.452 0.456  -0.338
C: 1.613 -2.058 3.326  0.749
C: 2.713 -1.025 3.839  -0.889
N: 2.999 0.244 2.976  0.126
C: 1.675 1.167 2.897  0.031
C: 4.057 1.205 3.601  -0.449
C: 4.588 2.296 2.635  -1.027
C: 3.385 -0.229 1.555  1.137
C: 4.628 -1.061 1.440  -0.890
O: 5.765 -0.299 1.726  -0.219
C: 6.993 -0.990 1.459  -0.853
H: 0.604 -1.648 3.286  -0.937
H: 1.706 -2.971 3.915  0.739
H: 1.703 -2.407 2.297  -0.531
H: 3.626 -1.592 4.019  0.569
H: 2.391 -0.549 4.765  0.604
H: 0.963 0.589 2.309  -0.497
H: 2.040 1.921 2.199  -0.284
H: 1.383 1.578 3.863  0.577
H: 4.905 0.626 3.967  0.531
H: 3.648 1.651 4.508  0.674
H: 3.967 2.834 1.919  0.059
H: 5.427 1.966 2.024  0.253
H: 5.039 3.069 3.257  0.469
H: 3.453 0.626 0.883  -0.026
H: 2.472 -0.673 1.158  -0.400
H: 4.618 -1.247 0.366  -0.077
H: 4.518 -1.964 2.039  0.605
H: 7.050 -1.971 1.929  0.330
H: 7.883 -0.482 1.830  0.308
H: 7.107 -1.154 0.387  0.267
C: -0.481 -6.044 -3.565  -1.446
C: 0.167 -5.322 -2.311  -0.509
N: 0.002 -3.840 -2.039  1.016
C: 0.560 -3.081 -3.299  -0.674
C: -1.512 -3.236 -1.987  0.025
C: -2.200 -3.567 -0.644  -0.860
C: 0.822 -3.401 -0.700  0.969
C: 2.165 -4.181 -0.526  -0.963
O: 2.098 -5.485 0.140  -0.398
C: 3.462 -5.919 0.432  -0.917
H: -0.237 -7.106 -3.536  0.446
H: -0.089 -5.736 -4.535  0.309
H: -1.570 -6.010 -3.535  0.345
H: 1.251 -5.416 -2.366  0.463
H: -0.215 -5.793 -1.405  0.472
H: -0.158 -3.042 -4.119  0.382
H: 1.465 -3.631 -3.557  0.324
H: 0.810 -2.076 -2.963  -0.140
H: -2.107 -3.622 -2.814  0.780
H: -1.389 -2.154 -2.029  -0.405
H: -3.251 -3.304 -0.764  0.677
H: -1.890 -2.792 0.057  -0.403
H: -1.939 -4.587 -0.361  0.240
H: 0.239 -3.429 0.220  0.147
H: 1.007 -2.329 -0.769  -1.118
H: 2.704 -3.606 0.227  0.511
H: 2.723 -4.073 -1.456  0.594
H: 4.326 -5.657 -0.178  0.344
H: 3.399 -7.007 0.471  0.318
H: 3.630 -5.644 1.473  0.309
C: 6.855 1.735 -4.323  -1.338
C: 5.400 1.670 -4.765  -0.475
N: 4.305 1.589 -3.604  0.928
C: 4.291 2.943 -2.776  -0.648
C: 2.938 1.489 -4.322  0.698
C: 2.687 2.569 -5.307  -1.633
C: 4.519 0.431 -2.548  -0.349
C: 4.130 -0.936 -2.993  -0.851
O: 4.608 -1.315 -4.323  -0.293
C: 4.672 -2.668 -4.426  -0.466
H: 7.014 2.161 -3.333  0.259
H: 7.579 2.334 -4.875  0.384
H: 7.298 0.740 -4.347  0.341
H: 5.078 0.894 -5.460  0.607
H: 5.272 2.586 -5.342  0.395
H: 3.524 2.884 -2.004  -0.177
H: 4.240 3.827 -3.412  0.456
H: 5.177 2.848 -2.148  0.478
H: 2.216 1.410 -3.509  -0.593
H: 2.904 0.513 -4.805  0.417
H: 2.885 3.575 -4.939  0.306
H: 1.640 2.763 -5.539  0.404
H: 3.337 2.576 -6.183  0.491
H: 3.979 0.702 -1.641  -0.166
H: 5.576 0.412 -2.280  0.585
H: 3.046 -1.044 -2.951  -0.012
H: 4.636 -1.555 -2.253  1.047
H: 5.460 -3.271 -3.975  0.374
H: 4.639 -3.037 -5.451  0.337
H: 3.758 -3.160 -4.093  -0.048
C: -3.784 -0.389 -3.591  -1.537
C: -2.404 0.389 -3.289  -0.029
N: -2.517 1.863 -3.742  1.567
C: -1.083 2.501 -3.660  -0.256
C: -3.001 1.958 -5.211  -0.487
C: -2.324 0.873 -6.167  -1.325
C: -3.292 2.762 -2.684  -0.073
C: -3.331 4.384 -2.823  -1.376
O: -3.335 4.705 -4.251  -0.261
C: -4.008 5.921 -4.320  -0.921
H: -3.999 -0.252 -4.650  0.319
H: -4.629 -0.151 -2.944  0.300
H: -3.627 -1.465 -3.523  0.413
H: -1.580 -0.045 -3.855  0.395
H: -2.234 0.294 -2.216  -0.344
H: -0.743 2.291 -2.646  -0.812
H: -1.155 3.569 -3.864  0.510
H: -0.394 1.957 -4.306  0.274
H: -2.643 2.941 -5.518  0.501
H: -4.078 2.120 -5.260  0.473
H: -2.090 1.456 -7.057  0.439
H: -3.021 0.054 -6.348  0.363
H: -1.401 0.398 -5.832  0.304
H: -2.723 2.562 -1.776  -0.725
H: -4.269 2.284 -2.608  0.915
H: -2.480 4.921 -2.404  0.402
H: -4.231 4.591 -2.244  0.915
H: -5.021 5.814 -3.934  0.334
H: -3.959 6.217 -5.368  0.337
H: -3.579 6.836 -3.909  0.334
C: -4.696 -0.812 3.597  -0.680
C: -4.581 0.682 3.089  -0.559
N: -3.325 0.878 2.170  0.904
C: -3.395 0.047 0.825  -0.575
C: -3.258 2.437 1.814  0.193
C: -4.341 2.838 0.815  -1.234
C: -1.980 0.513 2.897  0.351
C: -1.879 0.820 4.448  -1.360
O: -2.181 2.186 4.951  -0.348
C: -1.801 2.524 6.319  -0.888
H: -5.282 -0.799 4.516  0.405
H: -3.814 -1.270 4.043  -0.262
H: -5.078 -1.567 2.910  0.410
H: -4.559 1.370 3.934  0.516
H: -5.495 0.872 2.526  0.473
H: -2.603 0.269 0.110  -0.080
H: -4.382 0.162 0.375  0.645
H: -3.350 -1.011 1.081  -0.077
H: -2.310 2.490 1.280  -0.238
H: -3.247 3.090 2.687  0.628
H: -4.290 2.190 -0.060  0.103
H: -4.249 3.837 0.388  0.342
H: -5.375 2.746 1.148  0.377
H: -1.269 1.125 2.341  -0.184
H: -1.760 -0.546 2.765  0.085
H: -0.847 0.644 4.751  0.782
H: -2.623 0.179 4.921  0.373
H: -2.659 2.177 6.896  0.348
H: -1.658 3.564 6.610  0.309
H: -0.948 1.980 6.724  0.306
C: -1.570 5.762 1.030  -1.708
C: -0.808 5.268 -0.230  0.814
N: 0.730 5.224 -0.095  0.800
C: 1.267 6.731 0.069  -1.093
C: 1.064 4.249 1.065  0.445
C: 1.007 4.845 2.493  -1.833
C: 1.371 4.621 -1.421  0.413
C: 1.302 5.468 -2.718  -1.264
O: -0.110 5.524 -3.065  0.135
C: -0.202 6.087 -4.336  -0.772
H: -1.769 5.088 1.863  0.277
H: -2.580 6.061 0.748  0.486
H: -1.270 6.662 1.567  0.437
H: -1.212 5.961 -0.968  0.449
H: -1.090 4.254 -0.513  -0.405
H: 1.167 6.931 1.135  0.460
H: 0.864 7.296 -0.772  0.287
H: 2.342 6.638 -0.090  0.378
H: 2.086 3.874 1.016  0.468
H: 0.361 3.424 0.956  -0.570
H: 0.894 4.022 3.199  0.150
H: 0.290 5.613 2.783  0.470
H: 2.027 5.163 2.709  0.574
H: 0.983 3.602 -1.433  -0.641
H: 2.420 4.395 -1.228  0.617
H: 2.021 5.010 -3.398  0.173
H: 1.613 6.501 -2.560  0.662
H: 0.244 5.553 -5.175  0.262
H: 0.365 7.017 -4.377  0.394
H: -1.247 6.159 -4.639  0.109
C: -3.501 -4.189 2.661  0.220
C: -2.692 -5.420 3.376  -0.946
N: -3.479 -6.074 4.437  0.096
C: -4.744 -6.730 3.831  -1.077
C: -2.702 -7.237 5.125  -0.480
C: -2.531 -8.573 4.203  -1.158
C: -3.932 -5.074 5.529  -0.999
C: -2.869 -4.306 6.135  -0.699
O: -2.646 -3.026 5.438  -0.088
C: -1.405 -2.414 5.678  -0.286
H: -4.368 -4.569 2.122  0.584
H: -2.855 -3.804 1.872  -0.542
H: -3.925 -3.495 3.387  -0.171
H: -1.757 -5.024 3.772  0.317
H: -2.452 -6.191 2.644  0.761
H: -4.388 -7.245 2.939  0.484
H: -5.596 -6.105 3.561  0.364
H: -5.062 -7.481 4.554  0.391
H: -3.162 -7.476 6.084  0.479
H: -1.704 -6.902 5.408  0.421
H: -3.461 -9.140 4.239  0.386
H: -1.665 -9.117 4.579  0.384
H: -2.332 -8.469 3.137  0.301
H: -4.624 -5.420 6.297  0.718
H: -4.642 -4.446 4.991  0.399
H: -1.921 -4.811 6.321  0.432
H: -3.250 -4.150 7.145  0.410
H: -1.390 -2.020 6.694  0.376
H: -1.154 -1.723 4.873  -0.516
H: -0.490 -2.963 5.455  0.447

Summary:
Kohn-Sham gap	7.195	eV
2S+1	1
ΔE to the lowest compared entry with this formula, charge and spin	0.0	kJ/mol
charge	+4

***

Calculated highest occupied orbital energy (eV), listed in the same order as above: -7.9; -13.9